Record 1
Density functional theory data (ωB97M-V with the def2-TZVPD basis set) for a 2-piece molecular cluster, C3H9NO2 overall at a distorted geometry.

Output
* F_max: 0.0299 Eh/bohr
* highest occupied orbital energy (alpha / beta): -7.07 / -7.31 eV
* gap between HOMO and LUMO (alpha / beta): 0.287 / 0.290 Eh

Each line ends with the Mulliken charge.
Element x y z (Å)
1 C 0.83790 0.44297 1.12891  0.0537
2 C 1.07861 0.38277 -1.17512  -0.5091
3 C -0.96922 -0.90656 -0.40988  -0.7308
4 N -2.07887 -0.02149 -0.56997  -0.4534
5 O 1.66344 0.38034 0.04137  -0.2868
6 O 1.47438 0.13265 2.30709  -0.5053
7 H 1.87946 -0.73880 2.21675  0.3503
8 H -2.32145 0.48457 0.27221  0.2353
9 H -1.96086 0.63408 -1.33023  0.2339
10 H 0.31641 1.39839 1.23585  0.3190
11 H -0.09941 -0.36306 0.62428  0.0775
12 H 0.37140 1.18930 -1.36197  0.2666
13 H 1.77286 0.10865 -1.95739  0.2999
14 H -1.20483 -1.69283 0.31037  0.3242
15 H -0.75983 -1.43097 -1.33226  0.3252


Record 2
Density functional theory data (ωB97M-V with the def2-TZVPD basis set) for a 2-piece molecular cluster, C3H7N3 overall at a distorted geometry.

Output
* SMILES: NC1N=N1.C=C
* F_max: 0.0315 Eh/bohr
* highest occupied orbital energy: -8.88 eV
* gap between HOMO and LUMO: 0.359 Eh

Each line ends with the Mulliken charge.
Element x y z (Å)
1 C -0.66114 1.66275 -0.69370  0.1072
2 N -1.53770 0.64894 -0.31214  -0.5294
3 C 1.39286 -1.10125 0.41151  -0.4589
4 C 0.45621 -2.03036 0.33401  -0.6341
5 N -0.37285 2.80300 0.19023  -0.4147
6 N 0.56049 2.02884 0.16068  -0.0427
7 H -0.45887 1.77036 -1.74956  0.3902
8 H -1.89639 0.75105 0.62910  0.2840
9 H -1.17421 -0.28581 -0.46376  0.2128
10 H 2.03490 -0.86222 -0.41703  0.2519
11 H 1.56458 -0.53988 1.31645  0.2442
12 H 0.28346 -2.58604 -0.57145  0.3025
13 H -0.19132 -2.25938 1.16568  0.2870


Record 3
Density functional theory data (ωB97M-V with the def2-TZVPD basis set) for one molecule with the formula C7H13NO2 at a distorted geometry.

Output
* SMILES: COC(C)(C)[C@]1(C)NC1=O
* F_max: 0.0213 Eh/bohr
* highest occupied orbital energy: -9.32 eV
* gap between HOMO and LUMO: 0.371 Eh

Each line ends with the Mulliken charge.
Element x y z (Å)
1 C 1.15146 0.37178 -2.16164  -0.6901
2 C -0.86473 -1.53364 1.51267  -1.5450
3 C -1.92698 0.54743 -0.19180  -1.9671
4 C 0.23125 1.75506 0.19474  -1.6890
5 N 1.47937 -0.51101 1.20609  -0.4731
6 C 1.31998 -1.44701 0.24163  -0.0222
7 C 0.10205 -0.72381 0.67841  1.0679
8 C -0.40489 0.42760 -0.21134  1.6312
9 O -0.08434 0.02337 -1.58433  -0.4370
10 O 1.87596 -2.35723 -0.29183  -0.5783
11 H 1.76733 -0.64544 2.16135  0.2759
12 H 1.18007 -0.13951 -3.12309  0.2739
13 H 1.24488 1.44967 -2.32984  0.2476
14 H 1.99300 0.02305 -1.55801  0.2910
15 H -1.65809 -1.94497 0.89498  0.3411
16 H -0.33576 -2.37158 1.96697  0.4522
17 H -1.31618 -0.92188 2.29337  0.3163
18 H -2.29180 0.74927 0.81115  0.3604
19 H -2.21306 1.36661 -0.84678  0.4329
20 H -2.38280 -0.36311 -0.56758  0.4261
21 H -0.11210 2.02025 1.19218  0.4386
22 H -0.06984 2.53367 -0.50250  0.4152
23 H 1.31520 1.69145 0.21521  0.4314


The highest F_max belongs to which entry? C3H7N3


What did the third record say?
Density functional theory data (ωB97M-V with the def2-TZVPD basis set) for one molecule with the formula C7H13NO2 at a distorted geometry.

Output
* SMILES: COC(C)(C)[C@]1(C)NC1=O
* F_max: 0.0213 Eh/bohr
* highest occupied orbital energy: -9.32 eV
* gap between HOMO and LUMO: 0.371 Eh

Each line ends with the Mulliken charge.
Element x y z (Å)
1 C 1.15146 0.37178 -2.16164  -0.6901
2 C -0.86473 -1.53364 1.51267  -1.5450
3 C -1.92698 0.54743 -0.19180  -1.9671
4 C 0.23125 1.75506 0.19474  -1.6890
5 N 1.47937 -0.51101 1.20609  -0.4731
6 C 1.31998 -1.44701 0.24163  -0.0222
7 C 0.10205 -0.72381 0.67841  1.0679
8 C -0.40489 0.42760 -0.21134  1.6312
9 O -0.08434 0.02337 -1.58433  -0.4370
10 O 1.87596 -2.35723 -0.29183  -0.5783
11 H 1.76733 -0.64544 2.16135  0.2759
12 H 1.18007 -0.13951 -3.12309  0.2739
13 H 1.24488 1.44967 -2.32984  0.2476
14 H 1.99300 0.02305 -1.55801  0.2910
15 H -1.65809 -1.94497 0.89498  0.3411
16 H -0.33576 -2.37158 1.96697  0.4522
17 H -1.31618 -0.92188 2.29337  0.3163
18 H -2.29180 0.74927 0.81115  0.3604
19 H -2.21306 1.36661 -0.84678  0.4329
20 H -2.38280 -0.36311 -0.56758  0.4261
21 H -0.11210 2.02025 1.19218  0.4386
22 H -0.06984 2.53367 -0.50250  0.4152
23 H 1.31520 1.69145 0.21521  0.4314


The lowest F_max belongs to which entry? C7H13NO2